1.
Below is a single C5H8ClNS molecule in a non-equilibrium geometry, with properties calculated with the ωB97M-V functional and the def2-TZVPD basis.

Each line ends with the Löwdin charge.
Element x y z (Å)
C: 1.32373 -2.26374 2.81019  -0.1396
N: 1.31533 -1.44306 1.81211  -0.3563
S: 0.60350 -1.81936 0.28845  0.8823
C: 0.23442 -0.18543 -0.22892  -0.6569
C: -0.21263 0.10676 -1.67923  -0.1979
C: -1.24860 1.11403 -1.06934  -0.6899
Cl: -0.64957 2.78008 -1.18817  0.5942
C: -1.11473 0.40862 0.29978  -0.1900
H: 1.74216 -1.81574 3.70387  0.0579
H: 0.91753 -3.27221 2.87159  0.0626
H: 1.03804 0.48012 0.01350  0.0934
H: -0.78881 -0.70428 -2.16296  0.1124
H: 0.56843 0.48317 -2.37703  0.1129
H: -2.23838 1.13947 -1.53789  0.0893
H: -1.86973 -0.41197 0.34864  0.1145
H: -1.08292 0.96988 1.24435  0.1113

Summary:
Net charge: 0
Relative energy (zero: lowest compared OMol25 entry of this formula, charge and spin), kJ/mol: 134.20
LUMO level, eV: 0.88
SMILES: C=NS[C@H]1C[C@H](Cl)C1
Largest force on an atom, eV/Å: 2.057
Energy, eV: -30160.77353
E_HOMO, eV: -8.619
Orbital gap, eV: 9.50

2.
Below is 2 unconnected molecules or ions with the total composition C5H8ClNS in a non-equilibrium geometry, with properties calculated with the ωB97M-V functional and the def2-TZVPD basis.

Each line ends with the Löwdin charge.
Element x y z (Å)
C: -2.55527 -0.32826 -1.18592  -0.4611
C: -0.22813 0.19050 1.89892  -0.1086
C: -1.11458 0.77387 -2.91329  -0.0948
C: 0.94960 0.11832 1.20251  -0.7423
C: 1.94580 -1.08913 1.30984  -0.0948
N: -1.72865 0.27617 -1.92050  -0.1036
S: 1.49972 1.41605 0.13562  0.7391
Cl: -2.17766 -1.43319 0.08583  0.6000
H: -0.64709 -0.55887 2.54256  0.0406
H: -0.91703 0.98018 1.73610  0.0290
H: -1.00785 0.05314 -3.73351  0.0732
H: -0.51427 1.71263 -2.86828  0.0689
H: 2.21653 -1.31711 0.28547  0.0627
H: 1.29182 -1.82911 1.74820  0.0711
H: 2.79267 -0.74738 1.78578  0.0397
H: 0.19439 1.78219 -0.10932  -0.1189

Summary:
Net charge: 0
Spin multiplicity: 3
Relative energy (zero: lowest compared OMol25 entry of this formula, charge and spin), kJ/mol: 36.30
LUMO level (alpha / beta), eV: 0.66 / -1.90
Largest force on an atom, eV/Å: 9.644
Energy, eV: -30156.05104
E_HOMO (alpha / beta), eV: -6.114 / -8.493
Orbital gap (alpha / beta), eV: 6.78 / 6.60

3.
Below is 2 unconnected molecules or ions with the total composition C5H8ClPS in a non-equilibrium geometry, with properties calculated with the ωB97M-V functional and the def2-TZVPD basis.

Each line ends with the Löwdin charge.
Element x y z (Å)
C: -0.25583 1.23537 1.29868  -0.0674
C: 0.11440 -0.05103 1.06351  -0.2480
C: 0.79603 -0.53041 -0.08444  -0.4632
C: 1.40835 -1.73797 -0.09519  0.0691
C: 1.08936 0.28235 -1.27858  -0.0948
H: -0.76805 1.68876 2.22064  0.0888
H: 0.07674 1.99368 0.55303  0.0557
H: -0.22377 -0.90219 1.72389  0.1259
H: 1.25947 -2.50149 0.54077  0.0197
H: 2.07851 -1.90732 -1.00261  0.1007
H: 2.19072 0.52851 -1.31578  0.1075
H: 0.51912 1.23086 -1.27380  0.0583
H: 0.87568 -0.29191 -2.19276  0.0871
S: -4.06595 1.27950 0.78603  0.0407
P: -2.67048 0.83653 -0.49792  -0.0148
Cl: -2.42428 -1.15323 -0.44545  0.1346

Summary:
Net charge: 0
Relative energy (zero: lowest compared OMol25 entry of this formula, charge and spin), kJ/mol: 124.65
LUMO level, eV: -1.32
SMILES: C=CC(=C)C.S=PCl
Largest force on an atom, eV/Å: 4.610
Energy, eV: -37959.96891
E_HOMO, eV: -8.722
Orbital gap, eV: 7.41